Below is 10 unconnected molecules or ions with the total composition C40H80O20S10, with properties calculated with ωB97M-V with the def2-TZVPD basis set.

Properties
Charge: 0
SMILES string: O=S1(=O)CCCC1.O=S1(=O)CCCC1.O=S1(=O)CCCC1.O=S1(=O)CCCC1.O=S1(=O)CCCC1.O=S1(=O)CCCC1.O=S1(=O)CCCC1.O=S1(=O)CCCC1.O=S1(=O)CCCC1.O=S1(=O)CCCC1

Last column: Mulliken charge in e.
Element x y z (Å)
O: -5.273 -8.299 -5.185  -0.643
S: -5.216 -6.813 -5.225  1.055
O: -4.559 -6.044 -4.144  -0.632
C: -4.469 -6.253 -6.761  -0.649
C: -5.609 -5.476 -7.560  -0.756
C: -6.943 -6.125 -7.240  -0.393
C: -6.880 -6.146 -5.688  -0.757
H: -4.270 -7.195 -7.272  0.333
H: -3.507 -5.763 -6.616  0.399
H: -5.495 -4.426 -7.294  0.342
H: -5.331 -5.486 -8.613  0.335
H: -6.836 -7.084 -7.747  0.274
H: -7.830 -5.579 -7.562  0.305
H: -7.644 -6.623 -5.074  0.435
H: -6.848 -5.130 -5.294  0.350
O: 4.963 1.148 3.006  -0.625
S: 5.535 -0.153 2.573  1.026
O: 4.764 -1.359 2.736  -0.662
C: 6.309 -0.032 0.847  -0.904
C: 7.651 -0.744 0.884  -0.466
C: 8.153 -0.634 2.380  -0.672
C: 7.059 -0.490 3.369  -0.585
H: 6.568 1.006 1.058  0.337
H: 5.606 0.065 0.020  0.580
H: 7.477 -1.754 0.513  0.321
H: 8.132 -0.067 0.178  0.319
H: 8.722 0.295 2.334  0.248
H: 8.911 -1.319 2.761  0.389
H: 7.318 0.172 4.195  0.365
H: 6.908 -1.459 3.844  0.327
O: 1.699 0.166 8.481  -0.651
S: 1.536 -0.681 7.304  1.033
O: 2.738 -1.274 6.695  -0.597
C: 0.230 -2.027 7.717  -0.626
C: -0.830 -1.888 6.524  -0.645
C: -0.287 -0.969 5.399  -0.563
C: 0.549 0.174 6.003  -0.764
H: -0.324 -1.844 8.637  0.297
H: 0.856 -2.913 7.819  0.401
H: -0.833 -2.916 6.163  0.252
H: -1.784 -1.463 6.837  0.392
H: -1.019 -0.561 4.702  0.416
H: 0.263 -1.598 4.698  0.272
H: -0.110 0.754 6.649  0.256
H: 1.184 0.803 5.379  0.524
O: -5.240 7.679 -4.042  -0.649
S: -4.198 7.472 -3.047  1.095
O: -3.672 8.590 -2.266  -0.642
C: -4.790 6.046 -2.064  -0.751
C: -3.518 5.140 -1.868  -0.479
C: -2.595 5.308 -3.075  -0.707
C: -2.654 6.733 -3.790  -0.636
H: -5.552 5.447 -2.562  0.375
H: -5.291 6.284 -1.126  0.431
H: -2.982 5.440 -0.967  0.252
H: -3.682 4.065 -1.938  0.301
H: -2.753 4.662 -3.939  0.310
H: -1.580 5.067 -2.758  0.371
H: -2.917 6.525 -4.827  0.359
H: -1.793 7.329 -3.486  0.373
O: 2.844 7.632 -4.535  -0.624
S: 3.087 6.362 -5.218  1.040
O: 2.196 5.963 -6.381  -0.654
C: 4.836 6.269 -5.539  -0.786
C: 5.510 5.532 -4.333  -0.625
C: 4.638 4.463 -3.833  -0.536
C: 3.218 4.972 -3.956  -0.576
H: 5.337 7.133 -5.976  0.479
H: 4.998 5.518 -6.313  0.335
H: 6.548 5.265 -4.531  0.380
H: 5.520 6.280 -3.541  0.299
H: 4.727 4.518 -2.748  0.129
H: 4.759 3.418 -4.121  0.427
H: 2.615 5.327 -3.120  0.432
H: 2.769 4.136 -4.491  0.282
O: -4.789 1.324 5.257  -0.616
S: -4.967 2.542 4.474  1.040
O: -6.216 2.778 3.740  -0.641
C: -4.756 4.003 5.552  -0.693
C: -3.353 4.426 5.336  -0.565
C: -3.276 4.640 3.862  -0.567
C: -3.509 3.112 3.379  -0.663
H: -4.978 3.851 6.608  0.399
H: -5.437 4.806 5.270  0.403
H: -3.203 5.418 5.763  0.292
H: -2.703 3.825 5.973  0.283
H: -2.358 5.073 3.464  0.334
H: -4.049 5.295 3.460  0.296
H: -2.664 2.482 3.654  0.259
H: -3.832 2.757 2.400  0.440
O: 3.064 -8.296 -1.935  -0.620
S: 2.427 -6.991 -2.034  0.990
O: 0.986 -6.870 -1.592  -0.600
C: 3.541 -5.751 -1.247  -0.663
C: 4.603 -5.572 -2.399  -0.590
C: 3.844 -5.326 -3.697  -0.503
C: 2.605 -6.298 -3.794  -0.646
H: 3.797 -6.072 -0.237  0.443
H: 2.940 -4.861 -1.064  0.260
H: 5.085 -4.652 -2.071  0.306
H: 5.234 -6.458 -2.465  0.356
H: 4.511 -5.664 -4.489  0.260
H: 3.550 -4.288 -3.850  0.297
H: 2.688 -7.126 -4.498  0.348
H: 1.648 -5.856 -4.073  0.366
O: 1.908 4.950 3.292  -0.632
S: 2.394 5.574 2.072  0.991
O: 2.469 4.881 0.798  -0.547
C: 1.554 7.166 1.634  -0.762
C: 2.740 8.058 0.974  -0.576
C: 3.997 7.916 1.819  -0.597
C: 4.036 6.450 2.437  -0.727
H: 1.153 7.636 2.532  0.340
H: 0.710 6.902 0.997  0.446
H: 2.958 7.878 -0.079  0.266
H: 2.212 8.999 0.818  0.383
H: 3.922 8.614 2.653  0.266
H: 4.894 8.324 1.352  0.386
H: 4.118 6.414 3.524  0.371
H: 4.827 5.808 2.050  0.391
O: -3.345 -10.224 2.845  -0.637
S: -4.365 -9.183 2.744  1.086
O: -5.790 -9.475 2.876  -0.631
C: -4.065 -7.889 3.951  -0.747
C: -4.176 -6.473 3.234  -0.471
C: -3.528 -6.732 1.904  -0.771
C: -4.066 -8.013 1.264  -0.727
H: -3.069 -8.103 4.339  0.354
H: -4.707 -8.118 4.802  0.432
H: -5.216 -6.401 2.917  0.242
H: -3.897 -5.528 3.701  0.362
H: -2.458 -6.933 1.967  0.314
H: -3.437 -5.871 1.242  0.381
H: -3.608 -8.386 0.348  0.486
H: -5.045 -7.760 0.858  0.328
O: 0.463 0.935 -2.541  -0.619
S: 0.770 -0.376 -1.935  1.034
O: 2.046 -0.978 -1.993  -0.573
C: 0.326 -0.453 -0.069  -0.706
C: -1.053 -1.202 -0.009  -0.690
C: -1.173 -2.208 -1.198  -0.478
C: -0.551 -1.541 -2.445  -0.819
H: 0.263 0.507 0.442  0.417
H: 1.017 -1.132 0.431  0.364
H: -1.207 -1.832 0.868  0.348
H: -1.842 -0.471 0.171  0.321
H: -2.223 -2.433 -1.382  0.346
H: -0.668 -3.119 -0.875  0.267
H: -1.255 -0.841 -2.895  0.353
H: -0.086 -2.157 -3.214  0.434

Below is a single H3NP2S molecule, with properties calculated with ωB97M-V with the def2-TZVPD basis set.

Properties
Charge: 0

Last column: natural (NBO) charge in e.
Element x y z (Å)
N: 0.446 0.016 0.135  -1.129
P: 1.350 1.375 0.276  0.777
P: -1.277 -0.385 0.625  0.626
S: -2.502 0.910 -0.154  -0.575
H: 0.906 -0.949 -0.138  0.447
H: 0.244 2.208 0.615  -0.045
H: -0.944 -1.563 -0.342  -0.102

Below is 9 unconnected molecules or ions with the total composition C27H61BCl17N4O8P4, with properties calculated with ωB97M-V with the def2-TZVPD basis set.

Properties
Charge: +1

Last column: Mulliken charge in e.
Element x y z (Å)
C: 0.410 -5.441 -0.907  -0.811
C: 0.134 -4.205 0.126  -0.611
N: -0.116 -2.909 -0.511  0.313
C: 0.596 -1.708 -0.015  -0.923
P: 2.424 -2.141 0.021  0.145
C: 3.571 -1.017 0.917  -0.307
C: 4.948 -0.600 0.243  -0.653
C: 3.075 -3.346 -1.210  -0.199
C: 4.287 -2.844 -2.191  -0.607
N: 0.238 -0.687 -1.136  0.906
P: 0.538 -1.549 -2.684  0.657
P: -1.449 -2.079 -3.508  0.641
O: -2.596 -1.764 -2.543  -0.608
O: -1.778 -1.320 -4.979  -0.393
O: -1.402 -3.790 -3.643  -0.502
C: 0.786 0.668 -0.938  0.028
P: 1.094 1.761 -2.463  0.073
N: 1.868 3.234 -1.785  -0.655
O: -0.339 2.273 -3.241  -0.378
C: 0.019 1.369 0.303  -0.401
C: -0.970 2.558 -0.074  -1.117
B: -2.415 2.184 -0.663  0.511
O: -2.801 0.952 -1.261  -0.307
O: -3.456 3.201 -0.568  -0.749
C: -0.534 0.350 1.419  1.320
C: -0.473 1.075 2.876  -0.960
C: -1.934 1.720 3.197  -0.168
C: -2.927 0.708 3.934  -0.353
C: -3.983 -0.029 2.990  -0.208
N: -5.307 0.657 2.877  0.647
C: -6.413 -0.299 3.246  -1.083
C: -5.622 1.060 1.493  0.272
C: -6.022 2.580 1.123  -0.553
O: -5.649 0.263 0.514  -0.558
C: 0.021 -1.147 1.412  -0.193
O: 0.969 -1.413 2.482  -0.456
Cl: -1.457 -2.138 2.016  -0.225
H: 0.348 -5.010 -1.961  0.186
H: -0.410 -6.242 -0.815  0.273
H: 1.421 -5.884 -0.646  0.226
H: 0.874 -4.260 0.979  0.277
H: -0.868 -4.516 0.615  0.352
H: -1.124 -2.754 -0.645  0.433
H: 3.834 -1.476 1.940  0.531
H: 3.024 -0.038 1.185  0.200
H: 4.870 0.044 -0.687  0.225
H: 5.511 -1.569 0.000  -0.030
H: 5.612 -0.063 1.011  0.273
H: 2.292 -3.744 -1.951  -0.144
H: 3.483 -4.287 -0.690  0.622
H: 4.194 -1.712 -2.261  0.090
H: 4.100 -3.236 -3.254  0.279
H: 5.313 -3.219 -1.858  0.204
H: -0.815 -0.617 -1.091  0.300
H: 1.087 -0.735 -3.720  -0.022
H: -2.669 -0.906 -4.842  0.309
H: -1.873 -4.184 -2.875  0.337
H: 1.874 0.546 -0.565  -0.642
H: 1.369 4.072 -2.144  0.339
H: 1.771 3.236 -0.756  0.378
H: -0.389 3.252 -3.109  0.182
H: 0.859 1.928 0.874  0.824
H: -1.162 3.124 0.914  0.535
H: -0.523 3.356 -0.762  0.138
H: -3.609 1.060 -1.801  0.215
H: -3.386 3.677 0.284  0.255
H: -1.670 0.258 1.249  -1.070
H: -0.302 0.343 3.726  0.340
H: 0.363 1.849 2.939  0.412
H: -2.448 2.138 2.274  -0.052
H: -1.718 2.601 3.900  0.323
H: -3.499 1.280 4.742  -0.225
H: -2.319 -0.098 4.458  0.384
H: -3.623 -0.260 1.937  0.218
H: -4.189 -1.052 3.476  -0.118
H: -6.660 -1.048 2.429  0.333
H: -6.213 -0.871 4.206  0.476
H: -7.363 0.329 3.427  0.240
H: -5.397 3.254 1.785  -0.247
H: -5.846 2.734 0.012  0.263
H: -7.144 2.655 1.297  0.384
H: 0.712 -2.233 2.949  0.516
C: 8.260 -1.916 -2.042  0.153
Cl: 7.239 -2.715 -3.246  -0.172
Cl: 7.910 -2.499 -0.410  -0.139
H: 9.302 -2.124 -2.271  0.189
H: 8.080 -0.844 -2.082  0.021
C: 2.754 -1.982 -6.207  -0.447
Cl: 1.905 -3.151 -5.184  -0.060
Cl: 3.538 -0.730 -5.235  -0.117
H: 3.512 -2.506 -6.787  0.366
H: 2.036 -1.512 -6.876  0.335
C: 8.324 2.304 1.072  -0.457
Cl: 8.094 1.204 -0.294  -0.150
Cl: 6.855 3.230 1.401  -0.141
H: 8.580 1.721 1.955  0.304
H: 9.132 2.995 0.838  0.366
C: -1.151 3.185 -6.639  -0.430
Cl: -1.293 4.325 -5.294  -0.163
Cl: -1.187 1.513 -6.069  -0.025
H: -1.982 3.344 -7.324  0.330
H: -0.209 3.363 -7.155  0.292
C: -7.056 -4.507 2.970  -0.385
Cl: -8.503 -3.500 3.095  -0.143
Cl: -5.589 -3.555 3.234  -0.036
H: -7.107 -5.293 3.721  0.312
H: -7.017 -4.948 1.976  0.293
C: -6.349 2.092 6.457  -0.232
Cl: -6.397 3.138 5.035  -0.088
Cl: -4.824 2.272 7.334  -0.177
H: -7.170 2.358 7.120  0.363
H: -6.452 1.056 6.137  0.110
C: 11.559 0.541 -0.909  0.519
Cl: 11.663 -0.929 -1.886  -0.171
Cl: 12.363 1.897 -1.708  -0.155
H: 10.510 0.794 -0.756  -0.427
H: 12.041 0.361 0.051  0.294
C: -5.309 6.695 2.460  -0.352
Cl: -6.209 6.916 3.964  -0.133
Cl: -4.021 5.496 2.654  -0.083
H: -5.993 6.356 1.684  0.232
H: -4.865 7.646 2.171  0.352

Number 1: total energy -7058.34660 a.u., F_max 4.2 eV/A. Number 2: total energy -1137.37577 a.u., F_max 3.0 eV/A. Number 3: total energy -11099.54286 a.u., F_max 4.2 eV/A.